## A
Below is C16H9BClF4IN2OPdS as an isolated structure, with properties calculated with ωB97M-V/def2-TZVPD.

- HOMO: -14.5 eV
- Charge: +2
- Spin multiplicity: 1

XYZ file:
```
37
C16H9BClF4IN2OPdS | the Open Molecules 2025 dataset | ωB97M-V/def2-TZVPD
Pd 0.553 -0.115 -1.921
Cl -4.721 -3.365 1.199
C -3.533 -2.878 0.151
C -3.012 -3.847 -0.731
C -2.013 -3.530 -1.609
I -1.195 -4.874 -2.856
C -1.458 -2.124 -1.620
O -0.597 -1.810 -2.414
C -2.037 -1.132 -0.663
N -1.531 0.089 -0.722
C -2.048 1.028 0.078
C -3.105 0.770 0.943
C -3.629 -0.509 1.005
C -3.079 -1.496 0.185
H -3.410 -4.852 -0.692
H -1.606 2.014 0.015
H -3.506 1.565 1.556
H -4.444 -0.739 1.678
F 3.769 -0.880 0.376
B 2.994 -1.901 0.700
F 1.545 -1.514 -0.941
F 3.299 -3.126 0.333
F 2.071 -1.729 1.652
S 2.798 3.711 -1.862
C 2.052 2.322 -2.459
N 1.593 1.503 -1.549
C 1.848 1.947 -0.248
C 1.546 1.290 0.940
C 1.913 1.897 2.119
C 2.562 3.143 2.129
C 2.867 3.796 0.957
C 2.506 3.177 -0.239
H 1.970 2.133 -3.520
H 1.096 0.309 0.935
H 1.720 1.389 3.055
H 2.847 3.588 3.072
H 3.376 4.750 0.965
```

## B
Below is C16H9BClF4IN2OPdS as an isolated structure, with properties calculated with ωB97M-V/def2-TZVPD.

- HOMO: -14.2 eV
- Charge: +2
- Spin multiplicity: 1

XYZ file:
```
37
C16H9BClF4IN2OPdS | the Open Molecules 2025 dataset | ωB97M-V/def2-TZVPD
Pd 0.208 0.247 0.039
Cl 0.161 -5.721 3.283
C -0.279 -4.314 2.520
C -1.658 -4.058 2.361
C -2.112 -2.925 1.741
I -4.068 -2.510 1.496
C -1.105 -1.947 1.221
O -1.433 -0.933 0.620
C 0.327 -2.240 1.434
N 1.160 -1.318 0.958
C 2.482 -1.513 1.056
C 2.992 -2.658 1.662
C 2.133 -3.615 2.170
C 0.754 -3.406 2.053
H -2.356 -4.789 2.748
H 3.121 -0.752 0.622
H 4.064 -2.788 1.721
H 2.522 -4.508 2.642
F 2.511 1.678 -2.634
B 2.491 0.625 -1.814
F 1.526 -0.343 -2.121
F 3.679 0.067 -1.444
F 1.915 1.182 -0.415
S -1.733 2.948 -2.888
C -1.167 1.540 -2.146
N -0.740 1.691 -0.918
C -0.816 3.014 -0.485
C -0.416 3.517 0.752
C -0.578 4.865 0.978
C -1.130 5.707 0.000
C -1.526 5.218 -1.224
C -1.359 3.853 -1.458
H -1.133 0.593 -2.666
H 0.023 2.872 1.502
H -0.271 5.287 1.925
H -1.241 6.762 0.211
H -1.946 5.868 -1.980
```

The most stable of them is B.

## A
Below is a 2-piece molecular cluster, C5H13NS2 overall, with properties calculated with ωB97M-V/def2-TZVPD.

- HOMO: -8.5 eV
- SMILES: C=CNC.CSSC
- Spin multiplicity: 1

XYZ file:
```
21
C5H13NS2 | the Open Molecules 2025 dataset | ωB97M-V/def2-TZVPD
C -0.864 -1.454 0.620
C -1.246 -0.298 1.156
N -2.589 0.103 1.306
C -2.936 1.344 0.624
H -1.649 -2.175 0.413
H 0.152 -1.734 0.419
H -0.583 0.504 1.467
H -3.197 -0.654 1.009
H -3.871 1.738 1.013
H -2.129 2.056 0.816
H -2.998 1.245 -0.466
C 1.163 1.360 -1.568
S 2.978 1.166 -1.362
S 3.113 0.114 0.406
C 3.064 -1.595 -0.193
H 0.757 0.682 -0.823
H 0.819 2.378 -1.413
H 0.911 1.007 -2.565
H 3.879 -1.753 -0.891
H 3.121 -2.227 0.693
H 2.105 -1.807 -0.661
```

## B
Below is the molecule C5H13NS2, with properties calculated with ωB97M-V/def2-TZVPD.

- HOMO: -9.0 eV
- SMILES: SCCCNCCS
- Spin multiplicity: 1

XYZ file:
```
21
C5H13NS2 | the Open Molecules 2025 dataset | ωB97M-V/def2-TZVPD
S -1.316 -3.148 -1.690
C -1.512 -2.288 -0.113
C -0.214 -1.952 0.652
C 0.639 -0.863 -0.031
N -0.034 0.442 -0.149
C 0.907 1.562 -0.153
C 0.077 2.878 0.078
S 1.200 4.252 0.081
H -1.033 -4.375 -1.194
H -2.005 -1.314 -0.219
H -2.218 -2.787 0.571
H 0.521 -2.703 0.942
H -0.628 -1.558 1.566
H 1.099 -1.334 -0.907
H 1.456 -0.648 0.668
H -0.500 0.503 -1.052
H 1.691 1.442 0.585
H 1.453 1.789 -1.097
H -0.550 3.029 -0.799
H -0.596 2.729 0.908
H 1.563 4.343 1.352
```

The most stable of them is B.